No. 1
This record from the Open Molecules 2025 dataset describes C11H18S in the gas phase at a distorted geometry. The level of theory is ωB97M-V/def2-TZVPD.

XYZ file:
```
30
Properties=species:S:1:pos:R:3:nbo_charge:R:1
C -2.6292 -0.8409 0.9955 -0.62
C -1.8968 -0.8837 -0.3201 -0.38
C -0.4788 -0.1786 -0.2107 -0.07
C 0.1929 -0.4043 -1.5275 0.02
C 0.8659 0.0065 -2.5798 -0.17
C 0.7461 -1.5367 -2.3312 -0.46
C -0.7187 1.3041 0.0191 -0.43
C 0.2050 1.8766 1.0965 -0.43
C 1.5916 1.2337 1.0136 -0.31
S 2.3705 1.9958 -0.4533 -0.03
C 1.7189 -0.2471 0.9242 -0.44
C 0.3315 -0.9473 0.9649 -0.39
H -2.1646 -1.2529 1.8711 0.21
H -3.5105 -1.4092 0.9543 0.21
H -3.0395 0.1977 1.2695 0.19
H -2.5354 -0.3397 -1.1497 0.20
H -1.9243 -1.8974 -0.6208 0.21
H 1.1381 0.7734 -3.3067 0.24
H 0.0723 -2.0798 -3.0926 0.17
H 1.6905 -2.1391 -2.1869 0.18
H -1.7572 1.3460 0.4029 0.22
H -0.6784 1.6391 -1.0188 0.23
H 0.2899 2.9701 0.9650 0.23
H -0.3863 1.8730 2.0551 0.22
H 2.1162 1.5306 1.9379 0.22
H 3.4706 1.3501 -0.0721 0.12
H 2.2933 -0.6466 1.7383 0.21
H 2.2157 -0.5505 0.0557 0.21
H 0.4499 -2.0202 0.6325 0.23
H -0.0390 -0.7225 1.9740 0.22
```

Values from the calculation:
SMILES: CC[C@]1(C2=CC2)CC[C@@H](S)CC1
Maximum force, eV/Å: 3.08
HOMO-LUMO gap, eV: 9.1017
Electronic energy, a.u.: -827.97284
ΔE to the lowest compared entry with this formula, charge and spin, kcal per mole: 61.8



No. 2
This record from the Open Molecules 2025 dataset describes C6H9N in the gas phase at a distorted geometry. The level of theory is ωB97M-V/def2-TZVPD.

XYZ file:
```
16
Properties=species:S:1:pos:R:3:nbo_charge:R:1
C 0.6120 0.8742 0.1106 -0.16
C 0.4266 -0.4902 0.0670 -0.14
C -1.8337 -0.0368 0.0948 0.58
C 2.0429 1.3328 0.0254 -0.72
C 1.3752 -1.6598 0.0010 -0.65
C -3.1762 0.4409 -0.0428 -0.74
N -0.8910 -0.7500 0.0513 -0.25
H 2.1308 1.9330 -0.8833 0.23
H 2.7996 0.5429 -0.0089 0.18
H 2.2637 1.9908 0.8674 0.22
H 0.8225 -2.5871 0.1342 0.22
H 2.1305 -1.5928 0.7832 0.22
H 1.8847 -1.6940 -0.9651 0.21
H -3.2766 0.9909 -0.9802 0.26
H -3.4286 1.1001 0.7918 0.26
H -3.8824 -0.3947 -0.0464 0.27
```

Values from the calculation:
Maximum force, eV/Å: 3.33
HOMO-LUMO gap (alpha / beta), eV: 7.2516 / 7.2503
Electronic energy, a.u.: -288.58434
ΔE to the lowest compared entry with this formula, charge and spin, kcal per mole: 124.1



No. 3
This record from the Open Molecules 2025 dataset describes 2 unconnected molecules or ions with the total composition C14H24BN2O7S2 at a distorted geometry. The level of theory is ωB97M-V/def2-TZVPD.

XYZ file:
```
50
Properties=species:S:1:pos:R:3:nbo_charge:R:1
O 1.2273 -1.9796 1.5182 -0.57
C 1.3391 -1.5235 0.3512 0.84
N 1.7091 -0.7298 -0.6246 -0.52
C 0.4610 -0.0797 -1.2141 0.22
O 0.5115 -0.3150 -2.6419 -0.73
B 0.2041 0.9276 -3.3890 0.83
O -1.2533 0.8735 -3.7360 -0.99
O 0.5686 1.9795 -2.4125 -0.73
C 0.3101 1.5552 -1.0570 0.27
C 1.5198 2.1196 -0.1458 -0.44
C 1.3597 1.8109 1.4256 -0.43
C 2.7289 1.5041 2.2053 -0.52
S 4.2072 2.4527 1.5978 -0.08
C -1.2014 1.7014 -0.5366 -0.45
C -1.9275 3.0737 -0.9836 -0.42
C -3.2159 3.2720 -0.0292 -0.42
C -4.1336 1.9555 0.1367 -0.63
S -3.8005 0.9791 1.6951 2.17
O -5.0462 0.4409 2.3493 -0.90
O -2.8962 -0.2132 1.3871 -0.92
O -2.9142 1.9138 2.8091 -0.88
H -0.3814 -0.7261 -0.7770 0.15
H 0.7548 0.9291 -4.4521 -0.16
H -1.4986 -0.0662 -3.5882 0.46
H 2.5173 1.7221 -0.5614 0.25
H 1.5596 3.2682 -0.2998 0.21
H 0.6513 0.8944 1.5074 0.22
H 0.7699 2.6941 1.8849 0.20
H 2.9733 0.3853 2.1209 0.23
H 2.5519 1.7399 3.3247 0.21
H 5.2931 1.6392 1.9764 0.13
H -1.8365 0.8465 -0.9933 0.23
H -1.2401 1.6620 0.6059 0.20
H -1.1913 3.9629 -0.8788 0.21
H -2.2085 2.9693 -2.0965 0.24
H -2.8394 3.7141 0.9561 0.23
H -3.8772 4.0704 -0.5436 0.22
H -4.1524 1.2866 -0.8064 0.30
H -5.2233 2.3377 0.2506 0.26
H -2.5175 1.3073 3.4866 0.52
N 2.0991 -6.0115 -1.0581 -0.51
C 2.3100 -6.7694 0.0630 -0.10
C 2.1173 -5.9647 1.1606 -0.30
C 1.7717 -4.6747 0.6843 -0.32
C 1.7655 -4.7346 -0.6883 -0.08
H 2.1763 -6.3412 -2.0065 0.41
H 2.5796 -7.8121 -0.0166 0.20
H 2.2132 -6.2709 2.1922 0.21
H 1.5503 -3.7962 1.2801 0.25
H 1.5544 -3.9804 -1.4324 0.22
```

Values from the calculation:
Charge: -1
Maximum force, eV/Å: 7.06
HOMO-LUMO gap, eV: 7.4235
Electronic energy, a.u.: -2005.26408
ΔE to the lowest compared entry with this formula, charge and spin, kcal per mole: 66.1



No. 4
This record from the Open Molecules 2025 dataset describes 10 unconnected molecules or ions with the total composition C33H82ClFN3O9P at a distorted geometry. The level of theory is ωB97M-V/def2-TZVPD.

XYZ file:
```
130
Properties=species:S:1:pos:R:3:mulliken_charge:R:1
C -2.1551 0.7347 -4.1312 -1.78
C -1.2465 0.4665 -2.9148 -0.80
P 0.0078 -0.7850 -3.2912 1.81
F 1.2482 0.4481 -3.1358 -0.74
C 0.5507 -0.8683 -5.0507 -1.59
C 1.8067 -1.6870 -5.2940 -1.03
C 1.6877 -3.1874 -5.1646 0.02
Cl 0.5300 -3.8738 -6.3209 -0.21
C 1.0151 -1.7182 -2.0621 -1.10
C 1.5663 -0.9798 -0.8781 0.55
C 2.9093 -0.5240 -0.9096 -0.23
C 3.4627 0.1324 0.2047 -1.87
C 2.6937 0.3215 1.3648 -0.38
C 1.3551 -0.1402 1.4162 0.98
C 0.5395 0.0164 2.6669 -2.05
C 0.8046 -0.7725 0.2837 -0.45
C -1.2524 -2.2205 -3.5168 -1.82
C -2.3859 -2.4645 -2.5034 -0.24
N -1.9573 -2.1460 -1.1471 -0.13
N -3.5592 -1.6760 -2.8651 -0.49
N -2.8620 -3.8755 -2.5680 -0.40
H -3.1763 0.6922 -3.7878 0.17
H -1.9687 1.7368 -4.4934 0.49
H -2.0158 0.0214 -4.9278 0.46
H -0.7469 1.3952 -2.6884 1.16
H -1.8275 0.2065 -2.0429 0.30
H -0.2464 -1.2158 -5.6947 0.72
H 0.7829 0.1474 -5.3392 0.55
H 2.1343 -1.4907 -6.3106 0.57
H 2.6059 -1.3443 -4.6448 0.27
H 2.6455 -3.6312 -5.3995 0.36
H 1.4301 -3.5092 -4.1672 -0.03
H 0.4740 -2.5891 -1.7226 0.95
H 1.8723 -2.0857 -2.6147 -0.12
H 3.5141 -0.6786 -1.7851 0.49
H 4.4818 0.4777 0.1788 0.46
H 3.1196 0.7917 2.2361 0.70
H 0.2605 -0.9652 3.0384 0.46
H -0.3885 0.5003 2.4268 0.29
H 1.0782 0.5673 3.4252 0.41
H -0.2131 -1.1239 0.3356 0.40
H -1.7499 -2.1579 -4.4750 0.73
H -0.6589 -3.1301 -3.5623 0.50
H -1.4258 -2.9172 -0.7622 0.32
H -2.7878 -2.0825 -0.5726 0.23
H -3.6674 -0.8687 -2.2587 -0.02
H -4.3718 -2.2561 -2.6850 0.44
H -3.3064 -4.0144 -3.4686 0.33
H -2.0860 -4.5192 -2.5014 0.30
C -1.9116 3.4971 4.2374 -1.10
C -1.7225 3.0940 2.7882 0.18
O -2.4565 1.9130 2.4590 -0.52
H -1.6124 2.6904 4.9009 0.22
H -1.3181 4.3777 4.4817 0.34
H -2.9605 3.7245 4.4465 0.40
H -0.6751 2.8613 2.5982 -0.07
H -2.0190 3.9087 2.1165 0.27
H -3.3870 2.0985 2.6138 0.27
C -4.5881 3.4491 -0.9268 -1.06
C -3.7048 2.3072 -1.3789 0.05
O -4.4834 1.1379 -1.6387 -0.32
H -5.1555 3.1603 -0.0409 0.29
H -4.0135 4.3481 -0.6945 0.39
H -5.3007 3.6870 -1.7124 0.06
H -2.9924 2.0343 -0.6009 0.34
H -3.1371 2.5862 -2.2736 0.09
H -5.1324 1.3709 -2.3128 0.15
C 0.9176 2.0151 8.0876 -1.17
C 0.6990 3.2770 7.2734 0.22
O -0.6884 3.5880 7.1278 -0.48
H 0.4044 1.1722 7.6239 0.29
H 1.9793 1.7778 8.1640 0.33
H 0.5200 2.1305 9.0993 0.35
H 1.0879 3.1574 6.2671 -0.06
H 1.2233 4.1216 7.7318 0.26
H -1.0672 3.6989 8.0046 0.26
C 4.7662 -2.5691 2.7012 -0.10
C 3.8052 -3.1802 3.7019 -0.35
O 3.1222 -2.1818 4.4608 -0.54
H 5.4980 -1.9380 3.1990 -0.05
H 5.2932 -3.3417 2.1368 0.35
H 4.2192 -1.9412 1.9944 -0.11
H 4.3332 -3.7975 4.4279 0.34
H 3.0712 -3.8158 3.1926 0.26
H 2.6391 -1.6294 3.8370 0.24
C -6.4830 -3.1761 0.2285 -0.82
C -6.9658 -4.2501 -0.7300 -0.29
O -6.1244 -4.3732 -1.8702 -0.50
H -6.4232 -2.2136 -0.2808 0.14
H -7.1546 -3.0781 1.0826 0.38
H -5.4860 -3.4176 0.6047 0.27
H -7.9536 -4.0019 -1.1153 0.29
H -7.0392 -5.2133 -0.2127 0.26
H -5.2342 -4.5957 -1.5723 0.26
C -8.2880 4.0841 -4.7874 -1.20
C -7.1962 3.9969 -3.7393 -0.26
O -6.8146 2.6467 -3.4672 -0.45
H -9.1640 3.5192 -4.4694 0.30
H -8.5821 5.1200 -4.9584 0.36
H -7.9468 3.6661 -5.7370 0.35
H -7.5423 4.3999 -2.7891 0.29
H -6.3200 4.5751 -4.0517 0.29
H -6.5006 2.2630 -4.2929 0.28
C 9.3726 0.3084 4.1176 -1.08
C 8.0610 0.5864 3.4067 -0.27
O 7.1003 -0.4467 3.6111 -0.48
H 9.7906 -0.6409 3.7824 0.27
H 10.0992 1.0985 3.9243 0.35
H 9.2199 0.2437 5.1974 0.34
H 8.2127 0.6363 2.3298 0.29
H 7.6500 1.5470 3.7353 0.26
H 6.9283 -0.5076 4.5563 0.25
C 4.5814 -4.6942 -3.4866 -1.01
C 5.2733 -3.3441 -3.4289 -0.12
O 5.2429 -2.7652 -2.1295 -0.44
H 3.5482 -4.5991 -3.1498 0.15
H 4.5856 -5.0911 -4.5031 0.33
H 5.0757 -5.4200 -2.8377 0.42
H 4.7654 -2.6273 -4.0747 0.11
H 6.3077 -3.4319 -3.7784 0.36
H 5.6955 -3.3567 -1.5212 0.25
C 2.7844 4.3281 2.3023 -1.29
C 1.9885 3.9704 3.5424 0.69
O 2.6176 4.4026 4.7489 -0.54
H 3.7837 3.8958 2.3565 0.29
H 2.2925 3.9580 1.4019 0.30
H 2.8924 5.4117 2.2127 0.44
H 1.8944 2.8883 3.6331 -0.13
H 0.9786 4.3906 3.4807 -0.02
H 2.7023 5.3599 4.7154 0.31
```

Values from the calculation:
SMILES: CCP(F)(CCCCl)(Cc1cccc(C)c1)CC(N)(N)N.CCO.CCO.CCO.CCO.CCO.CCO.CCO.CCO.CCO
Maximum force, eV/Å: 1.42
HOMO-LUMO gap, eV: 8.7964
Electronic energy, a.u.: -3049.33675



No. 5
This record from the Open Molecules 2025 dataset describes 7 unconnected molecules or ions with the total composition C65H74BrN8O17P. The level of theory is ωB97M-V/def2-TZVPD.

XYZ file:
```
166
Properties=species:S:1:pos:R:3:mulliken_charge:R:1
C 1.9425 -5.2962 4.6263 -0.30
C 1.4355 -4.2838 4.2389 -1.26
C 0.8260 -3.0258 3.9142 1.47
C -0.5086 -2.9054 3.5562 0.56
P -1.4729 -4.4385 3.4832 1.19
O -2.8503 -4.3099 3.0141 -0.79
O -1.3521 -5.0980 4.9442 -0.58
O -0.6325 -5.4223 2.5494 -0.24
C -1.0684 -1.6119 3.2787 -1.10
C -2.5165 -1.4380 2.8820 -0.86
C -2.6945 -1.4159 1.3397 -0.13
C -3.6695 -2.4524 0.7580 -0.92
C -2.9874 -3.5720 -0.0600 -0.11
C -3.4170 -3.6827 -1.5330 -1.59
C -0.2554 -0.4951 3.3597 0.95
C -0.7038 0.9079 3.0259 -1.59
C 0.0434 1.5051 1.8079 -0.66
C -0.7405 1.4465 0.5031 0.46
C 0.1280 1.9512 -0.6560 0.17
C -0.1427 1.1752 -1.9367 -0.59
O 0.3807 1.7883 -3.0968 -0.42
C 1.7756 1.6039 -3.2652 0.19
C 2.1313 0.2153 -3.8099 -0.90
C 1.0989 -0.6328 3.7511 -0.32
N 1.8715 0.4924 3.8777 -0.15
C 3.1195 0.3428 4.1702 0.68
O 3.9305 1.3999 4.2630 -0.49
C 3.7965 2.4070 3.2458 -0.39
C 4.9763 2.4270 2.2963 1.09
C 6.1861 3.1702 2.8672 -1.89
C 5.3572 1.0184 1.8097 -1.33
C 5.8876 1.0017 0.3775 0.79
C 6.6210 -0.3254 0.1464 -1.79
C 4.7076 1.1061 -0.6040 -1.23
C 3.6621 -0.9608 4.4128 0.06
Br 5.4904 -1.1139 4.9088 -0.16
N 2.9746 -2.0376 4.3345 -0.66
C 1.6538 -1.8850 4.0011 0.00
H 2.4077 -6.1756 4.9962 0.51
H -1.1238 -4.4053 5.5794 0.41
H -0.2137 -6.1210 3.0697 0.30
H -3.1570 -2.1669 3.3506 -0.36
H -2.8328 -0.4697 3.2576 1.00
H -3.0671 -0.4290 1.0643 0.39
H -1.7252 -1.5132 0.8512 0.55
H -4.4057 -1.9716 0.1141 0.80
H -4.2217 -2.9291 1.5597 0.07
H -3.2228 -4.5220 0.4180 0.15
H -1.9018 -3.4824 0.0039 0.27
H -2.5711 -4.0645 -2.1039 0.35
H -3.7499 -2.7471 -1.9723 0.47
H -4.1950 -4.4387 -1.6230 0.27
H -1.7652 0.9500 2.8100 0.31
H -0.4974 1.5345 3.8903 0.55
H 1.0231 1.0555 1.6782 0.41
H 0.2359 2.5540 2.0442 0.30
H -1.6016 2.1101 0.5670 0.41
H -1.0379 0.4140 0.3252 -0.51
H -0.0303 3.0131 -0.8483 0.20
H 1.1829 1.8455 -0.3948 -0.60
H -1.2185 1.0714 -2.0799 0.38
H 0.2581 0.1614 -1.8252 0.36
H 2.0849 2.3592 -3.9835 0.42
H 2.3258 1.7949 -2.3411 -0.20
H 3.0540 -0.1419 -3.3544 0.33
H 1.3433 -0.4997 -3.5898 0.17
H 2.2966 0.2614 -4.8826 0.31
H 2.8699 2.2887 2.6895 -0.33
H 3.7295 3.3599 3.7697 0.52
H 4.6307 2.9784 1.4182 0.35
H 7.0846 2.8544 2.3381 0.40
H 6.0896 4.2406 2.6903 0.41
H 6.3101 2.9920 3.9332 0.36
H 6.1293 0.6365 2.4791 0.49
H 4.4996 0.3449 1.8919 0.28
H 6.6088 1.8034 0.2146 0.49
H 7.3413 -0.5133 0.9403 0.43
H 7.1254 -0.3427 -0.8185 0.42
H 5.9008 -1.1439 0.1604 0.36
H 4.9898 1.5710 -1.5464 0.49
H 4.3248 0.1063 -0.8005 0.30
H 3.8905 1.6878 -0.1757 -0.03
O -6.9912 -1.0351 5.0956 -0.63
N -6.1674 -1.8860 4.8302 1.05
O -5.5526 -1.9674 3.7875 -0.58
C -5.8687 -2.9125 5.8466 -0.17
C -6.5405 -2.8806 7.0536 -0.53
C -6.2602 -3.8606 7.9928 -0.40
C -5.3224 -4.8464 7.7132 -0.48
C -4.6571 -4.8558 6.4933 -0.65
C -4.9279 -3.8824 5.5448 -0.03
H -7.2667 -2.1076 7.2559 0.48
H -6.7771 -3.8557 8.9426 0.37
H -5.1122 -5.6128 8.4478 0.39
H -3.9291 -5.6252 6.2728 0.49
H -4.4225 -3.8879 4.5872 0.65
O -1.6269 -2.1763 -4.1175 -0.57
N -1.2255 -2.7073 -5.1344 1.07
O -1.1789 -3.9071 -5.3147 -0.64
C -0.7528 -1.8318 -6.2223 0.04
C -0.7606 -0.4635 -6.0268 -0.07
C -0.2946 0.3577 -7.0408 -0.70
C 0.1629 -0.1975 -8.2287 -0.58
C 0.1544 -1.5755 -8.4071 -0.45
C -0.3048 -2.4065 -7.3970 -0.48
H -1.1181 -0.0408 -5.0993 0.47
H -0.2843 1.4264 -6.9008 0.54
H 0.5270 0.4492 -9.0168 0.49
H 0.5096 -2.0057 -9.3335 0.39
H -0.3136 -3.4790 -7.5198 0.50
O -3.2328 5.4772 3.4988 -0.61
N -2.6727 5.3004 2.4377 1.01
O -1.6186 4.7117 2.2988 -0.58
C -3.3132 5.8350 1.2228 0.03
C -4.4975 6.5367 1.3449 -0.48
C -5.0856 7.0476 0.1990 -0.41
C -4.4891 6.8489 -1.0393 -0.41
C -3.3024 6.1342 -1.1387 -0.53
C -2.7038 5.6206 0.0002 -0.17
H -4.9501 6.6816 2.3141 0.45
H -6.0104 7.6027 0.2740 0.38
H -4.9505 7.2531 -1.9305 0.38
H -2.8400 5.9775 -2.1034 0.40
H -1.7802 5.0648 -0.0614 0.51
O -3.7595 -9.2151 -3.6969 -0.62
N -3.6043 -8.3107 -2.8999 1.04
O -4.4226 -7.4466 -2.6648 -0.60
C -2.3281 -8.2614 -2.1650 0.00
C -1.3633 -9.2150 -2.4327 -0.53
C -0.1576 -9.1511 -1.7522 -0.34
C 0.0674 -8.1468 -0.8186 -0.62
C -0.9190 -7.2048 -0.5575 -0.24
C -2.1269 -7.2598 -1.2363 -0.41
H -1.5486 -9.9898 -3.1611 0.46
H 0.6092 -9.8861 -1.9552 0.37
H 1.0137 -8.0986 -0.2955 0.42
H -0.7629 -6.4187 0.1692 0.55
H -2.8823 -6.5178 -1.0240 0.48
O -1.4040 2.9246 -10.5400 -0.61
N -2.0566 2.6427 -9.5560 1.03
O -1.6059 2.5591 -8.4301 -0.59
C -3.4911 2.3661 -9.7352 0.18
C -4.0268 2.4195 -11.0084 -0.45
C -5.3736 2.1395 -11.1722 -0.40
C -6.1573 1.8156 -10.0722 -0.44
C -5.5983 1.7739 -8.8016 -0.46
C -4.2523 2.0503 -8.6251 -0.31
H -3.4050 2.6725 -11.8537 0.45
H -5.8108 2.1719 -12.1605 0.37
H -7.2075 1.5929 -10.2059 0.38
H -6.2098 1.5224 -7.9463 0.37
H -3.8030 2.0179 -7.6440 0.48
O 6.1933 8.1342 2.3907 -0.61
N 7.0977 7.3251 2.3769 1.04
O 7.2755 6.4994 1.5036 -0.60
C 8.0452 7.3371 3.5057 0.14
C 7.8492 8.2422 4.5318 -0.43
C 8.7328 8.2358 5.5990 -0.41
C 9.7900 7.3356 5.6234 -0.43
C 9.9708 6.4395 4.5780 -0.47
C 9.0925 6.4350 3.5064 -0.25
H 7.0228 8.9358 4.4987 0.45
H 8.5938 8.9333 6.4133 0.37
H 10.4749 7.3315 6.4610 0.38
H 10.7954 5.7405 4.5975 0.37
H 9.2183 5.7427 2.6878 0.44
```

Values from the calculation:
SMILES: C#Cc1c(P(=O)(O)O)c(CCCCC)c(CCCCCOCC)c2nc(OC[C@@H](C)CC(C)C)c(Br)nc12.O=[N+]([O-])c1ccccc1.O=[N+]([O-])c1ccccc1.O=[N+]([O-])c1ccccc1.O=[N+]([O-])c1ccccc1.O=[N+]([O-])c1ccccc1.O=[N+]([O-])c1ccccc1
Maximum force, eV/Å: 0.93
HOMO-LUMO gap, eV: 8.0299
Electronic energy, a.u.: -7153.25552